(1)
A structure of composition C37H22F18GeN6O2PdS2. Source: OMol25; level of theory: the ωB97M-V functional and the def2-TZVPD basis.

Results
Charge: 0
LUMO energy, eV: -0.343
Molecular weight, Da: 1167.75
HOMO energy, Eh: -0.305
ΔE to the lowest compared entry with this formula, charge and spin, kcal per mole: 0.0

```
89
C37H22F18GeN6O2PdS2 | OMol25 | the ωB97M-V functional and the def2-TZVPD basis
Pd -1.15546 -0.09534 -0.11416
Ge 1.87033 0.78950 -1.94923
S -1.79223 -0.95691 -2.16488
S 0.03066 1.65858 -1.24374
F -0.03274 -3.62090 -5.67276
F 4.08956 5.55041 -2.02140
F 6.42766 -1.65956 -1.05811
F 3.37952 0.97238 -4.83761
F 1.12510 -4.29041 -3.31947
F 4.28429 -0.02172 2.79430
F -4.31994 -6.85043 5.82559
F 6.37205 -1.32053 1.63708
F 4.42054 -0.72210 -2.57013
F -5.74573 -7.14451 4.22500
F 2.29157 0.91685 1.31334
F 0.65179 0.91304 -4.74026
F -6.13524 -5.67325 5.75573
F 4.75125 2.99085 -5.91151
F 2.07508 -2.39038 -1.69024
F -0.26877 -1.00749 -6.38255
F 2.72749 3.53143 -0.91770
F 5.11381 5.29542 -4.52704
O -2.71941 3.77332 1.63208
O -2.85116 1.94119 0.35280
N -0.51171 4.98938 1.64586
N -0.59200 0.86327 1.66943
N -1.66844 6.89445 1.24619
N -1.75671 -3.41115 -1.08601
N 0.64831 6.98077 1.23016
N -2.19385 -3.24913 -3.37373
C 5.37542 -0.86191 0.88707
C -2.59142 -2.26504 1.74185
C -0.48934 6.25405 1.36959
C 3.28200 0.26704 0.67396
C 1.54285 -2.00608 -2.86461
C 3.17733 3.37372 -2.17656
C 4.41869 4.29731 -3.98944
C -1.53255 1.79248 2.33586
C 2.94004 2.19101 -2.85629
C 4.35358 -0.54214 -1.24263
C -4.61847 -3.39016 2.56254
C 3.89349 4.42424 -2.71629
C 0.54188 3.26412 3.03497
C -2.47111 -4.07118 3.41145
C 5.40105 -1.03262 -0.48675
C -2.42793 2.56752 1.31250
C 0.45371 -2.66601 -4.88395
C 1.05817 -3.00394 -3.68785
C 0.33375 -1.33587 -5.24190
C 1.45472 -0.66848 -3.19410
C -3.08523 -5.02961 4.20145
C -2.25160 -4.55731 -3.40746
C -2.06537 -5.38986 -2.28793
C -1.82712 -4.75326 -1.11090
C -0.81987 2.64592 3.39763
C -1.92893 -2.64110 -2.19207
C -5.15848 -6.20676 4.99743
C 0.59437 4.05268 1.72820
C -3.22687 -3.24242 2.57983
C 4.31101 -0.20334 1.47209
C -2.04361 -1.44952 1.02464
C 3.25769 0.10785 -0.69548
C -4.46388 -5.16565 4.16992
C -5.23105 -4.34365 3.35247
C 3.50340 2.09145 -4.11723
C 4.22942 3.12183 -4.69283
C 0.82679 -0.36637 -4.38885
H -2.51681 6.34976 1.27544
H -2.11695 -6.46429 -2.35550
H -0.29183 0.15389 2.33003
H -1.66595 -2.91361 -0.18731
H -1.72094 7.87676 1.05803
H 1.51217 6.48025 1.11592
H -2.49323 -5.66697 4.84324
H 0.59333 7.85437 0.73645
H -1.69034 -5.25327 -0.16188
H -2.46039 -4.99418 -4.37883
H -1.39573 -3.95414 3.43455
H -1.49807 4.49815 1.72084
H -0.65482 2.02709 4.28421
H 0.51620 3.38357 0.86553
H -2.26151 1.16341 2.85355
H -5.20684 -2.74452 1.92484
H -6.30796 -4.45211 3.33728
H 0.83623 3.91745 3.85990
H -1.51545 3.42991 3.69544
H 1.56110 4.54975 1.63600
H 1.30952 2.48797 2.97604
H 0.23614 1.36478 1.36885
```

From a Löwdin analysis of the wavefunction, the atomic charges in e read: 0.44 0.68 0.74 0.29 0.13 0.11 0.13 0.11 0.11 0.12 0.13 0.14 0.10 0.14 0.06 0.10 0.14 0.13 0.09 0.13 0.06 0.14 -0.06 -0.01 0.10 -0.05 0.19 0.09 0.19 0.08 -0.13 -0.12 -0.44 -0.21 -0.24 -0.23 -0.13 -0.25 -0.12 -0.23 -0.01 -0.14 -0.16 -0.02 -0.14 -0.62 -0.15 -0.16 -0.14 -0.18 -0.01 -0.10 -0.03 -0.04 -0.14 -0.72 -0.59 -0.16 -0.25 -0.14 -0.17 -0.11 -0.13 -0.01 -0.21 -0.14 -0.26 0.12 0.11 0.10 0.06 0.11 0.10 0.12 0.11 0.14 0.12 0.12 0.07 0.12 0.06 0.15 0.12 0.13 0.12 0.11 0.11 0.10 0.00



(2)
A structure of composition C18H27Ge2MoN9. Source: OMol25; level of theory: the ωB97M-V functional and the def2-TZVPD basis.

Results
Charge: +4
LUMO energy (spin up / spin down), eV: -16.255 / -16.246
Molecular weight, Da: 610.64
HOMO energy (spin up / spin down), Eh: -0.788 / -0.788
ΔE to the lowest compared entry with this formula, charge and spin, kcal per mole: 53.7

```
57
C18H27Ge2MoN9 | OMol25 | the ωB97M-V functional and the def2-TZVPD basis
Mo 0.93232 1.02083 -0.11945
Ge -0.69501 2.35894 -2.02054
Ge 2.89863 0.05976 1.40847
N -0.87759 3.20348 2.66988
N -0.93380 -2.48701 -0.51409
N -1.68141 2.11501 2.79567
N -0.12888 1.75513 1.25942
N -1.73122 -2.04261 0.49404
N -1.79638 0.01927 1.71239
N 0.01476 3.08196 1.79983
N -0.28607 -0.49207 -0.07530
N -0.07065 -1.63324 -0.87088
C 5.74916 3.74068 -1.94039
C 6.70863 2.85142 -1.42797
C 4.86332 0.89121 3.40618
C -1.66620 5.01394 -2.15969
C 4.42008 3.45513 -1.79250
C 1.46360 2.67376 -1.19921
C 4.99665 1.37506 -0.61568
C 3.99561 2.27258 -1.09261
C -0.59904 1.39502 -3.70291
C 2.61660 2.04298 -0.89668
C 3.22497 -1.78959 0.86679
C -1.34978 -0.83585 0.74621
C -1.24031 1.23110 1.96515
C 4.68773 -2.22002 1.01507
C -1.68761 3.80751 -1.19912
C -0.18637 2.38034 -4.81406
C 6.32159 1.65246 -0.76638
C 3.38905 1.03296 3.01242
H 5.33611 -1.75593 0.27269
H 0.82848 2.75956 -4.69410
H 5.53181 1.36492 2.68897
H 4.72250 -3.29774 0.83810
H -2.58024 -0.26962 2.29952
H 7.08379 0.97014 -0.41261
H 5.16448 -0.14341 3.55971
H -2.26722 5.79412 -1.68503
H -0.88045 3.21359 -4.91975
H 3.06858 2.06876 2.89367
H -0.66788 5.42480 -2.31161
H 2.57395 -2.30978 1.58846
H 1.33438 3.62642 -1.72777
H 4.72302 0.40639 -0.19664
H 7.76424 3.07299 -1.54518
H -0.21343 1.82028 -5.75226
H -1.61899 1.01730 -3.84496
H 3.67889 4.14313 -2.17817
H 2.72700 0.55779 3.75347
H 2.81595 -1.96222 -0.12885
H -2.70206 3.41807 -1.06172
H 0.07925 0.54665 -3.60400
H 6.06512 4.64349 -2.44726
H -2.12783 4.79755 -3.12277
H 5.08676 -2.04534 2.01274
H 4.98926 1.40858 4.35924
H -1.23608 4.02063 -0.22978
```

From a Löwdin analysis of the wavefunction, the atomic charges in e read: 1.39 1.30 1.23 0.08 0.07 0.16 -0.18 0.17 0.22 0.03 -0.20 0.00 0.02 0.09 -0.11 -0.10 0.05 -0.26 -0.04 -0.21 -0.31 -0.24 -0.35 -0.38 -0.36 -0.10 -0.32 -0.10 0.01 -0.35 0.08 0.08 0.08 0.12 0.21 0.14 0.08 0.12 0.09 0.08 0.09 0.10 0.10 0.06 0.15 0.12 0.10 0.13 0.10 0.07 0.10 0.08 0.15 0.09 0.08 0.11 0.06



(3)
An isolated molecule of C26H32N2O7. Source: OMol25; level of theory: the ωB97M-V functional and the def2-TZVPD basis.

Results
Charge: 0
LUMO energy, eV: -0.068
Molecular weight, Da: 484.55
HOMO energy, Eh: -0.290
ΔE to the lowest compared entry with this formula, charge and spin, kcal per mole: 9.0
SMILES: CCCOc1ccc([C@@H]2C(C(=O)c3ccc(C)o3)=C(O)C(=O)N2CCN2CCOCC2)cc1OC

```
67
C26H32N2O7 | OMol25 | the ωB97M-V functional and the def2-TZVPD basis
O 4.47775 -0.57981 0.52201
O -2.70470 -3.08223 0.10436
O 1.70283 3.54536 1.37388
O 2.77934 -0.51410 -2.59176
O -4.77635 3.16941 -0.51169
O 3.97005 2.02165 0.75371
O -3.02440 -1.34620 -2.18524
N -2.80561 2.33751 1.41351
N 0.60034 2.25231 -0.20073
C -2.48175 -3.95947 1.18872
C 6.04483 -1.20350 2.26924
C 2.79058 1.77047 0.18678
C 0.93708 1.12378 -1.05412
C -0.65738 -1.88208 0.61169
C -1.38379 2.22363 1.25846
C 4.27908 -0.74802 -0.80714
C 5.28323 -1.53555 -1.32576
C -4.16785 1.90183 -0.63735
C -1.06726 -0.29007 -1.58101
C -3.63018 -4.96333 1.20962
C 2.39034 0.86962 -0.73390
C -3.65693 1.39273 0.71775
C 3.12468 -0.16167 -1.47461
C 0.03367 -0.05292 -0.77590
C 0.23641 -0.86530 0.32762
C 6.13767 -1.84068 -0.25238
C -0.74516 2.74510 -0.05695
C -3.47448 -5.96138 2.34863
C 1.64118 2.64427 0.55354
C -3.38656 3.66488 1.42148
C -3.88237 4.11359 0.03926
C -3.94859 -2.41161 -2.18135
C -1.78165 -2.11197 -0.17423
C 5.59777 -1.23396 0.85329
C -1.98692 -1.29738 -1.30575
H 3.83117 2.78918 1.34137
H -1.52508 -4.48522 1.06366
H -4.52852 1.21587 1.36076
H -4.24988 3.63820 2.09777
H -2.65782 4.37594 1.81095
H 6.98658 -1.73342 2.37202
H -1.24702 0.30344 -2.46407
H -3.34646 1.95204 -1.36758
H -4.30144 -6.66611 2.34641
H -2.45654 -3.39952 2.13412
H -0.47566 -2.49866 1.47680
H -2.54681 -6.51968 2.24508
H -4.55545 -2.41919 -1.27404
H 5.29962 -1.66942 2.91310
H -3.46160 -5.44937 3.30813
H -3.65376 -5.48667 0.25251
H -3.45090 -3.37700 -2.29179
H 5.37864 -1.83336 -2.34944
H -3.12172 0.45225 0.58194
H 1.08932 -0.70817 0.97006
H -4.56898 -4.41739 1.31464
H -4.58753 -2.23230 -3.04594
H -1.31558 2.40596 -0.92136
H 6.17146 -0.17293 2.59716
H -0.91366 2.76087 2.08820
H -4.44423 5.04606 0.11946
H 7.03185 -2.42896 -0.28495
H -1.13177 1.16416 1.35712
H -4.93749 1.23417 -1.02806
H 0.83291 1.40854 -2.10932
H -0.71067 3.83841 -0.04227
H -3.03444 4.26441 -0.64573
```

From a Löwdin analysis of the wavefunction, the atomic charges in e read: 0.08 -0.08 0.08 0.11 -0.13 0.12 -0.07 -0.17 0.01 -0.22 0.00 -0.16 -0.16 0.00 -0.15 -0.18 0.03 -0.19 0.05 -0.23 -0.03 -0.14 -0.29 -0.18 -0.03 -0.01 -0.09 -0.11 -0.38 -0.15 -0.19 -0.07 -0.19 -0.31 -0.20 0.13 0.14 0.13 0.12 0.13 0.08 0.14 0.11 0.07 0.13 0.11 0.07 0.09 0.09 0.07 0.11 0.10 0.12 0.11 0.13 0.11 0.09 0.11 0.09 0.13 0.12 0.11 0.11 0.13 0.17 0.13 0.11



(4)
An isolated molecule of C11H21NO. Source: OMol25; level of theory: the ωB97M-V functional and the def2-TZVPD basis.

Results
Charge: 0
LUMO energy, eV: 0.933
Molecular weight, Da: 183.29
HOMO energy, Eh: -0.325
ΔE to the lowest compared entry with this formula, charge and spin, kcal per mole: 50.6
SMILES: CNC/C=C/[C@@H](CC(C)C)C(C)=O

```
34
C11H21NO | OMol25 | the ωB97M-V functional and the def2-TZVPD basis
O -1.19328 2.97786 -0.09270
N 1.78351 -1.45751 -3.19237
C -1.00613 0.15245 2.47525
C 1.00998 -2.67124 -2.80261
C -2.45911 -0.29320 2.30331
C -0.15531 -0.24113 1.27550
C -0.29912 2.19247 0.24940
C 0.92560 -0.27513 -3.59849
C 0.16193 0.17265 -2.36806
C 0.61340 0.29615 -1.08332
C -0.40255 -0.43367 3.75200
C 0.99799 2.84239 0.64636
C -0.41516 0.65529 0.00613
H 1.56531 0.56038 -3.91099
H 0.88124 -0.07105 1.55536
H -2.88283 0.21522 1.44060
H 2.48082 -1.65502 -3.90686
H -0.26484 -1.34488 1.05171
H 0.59171 0.00638 3.96709
H -1.39274 0.43080 -0.45528
H 1.04681 2.87366 1.74765
H 0.37218 -3.05064 -3.57127
H 0.42157 -2.42106 -1.95108
H -3.02264 0.04777 3.20648
H -0.28286 -1.50209 3.62025
H -0.88745 0.37789 -2.52958
H 1.04884 3.85559 0.26633
H -1.06884 -0.23683 4.56841
H 1.67273 -3.51373 -2.56184
H 0.26491 -0.59472 -4.40077
H -2.57337 -1.38153 2.23643
H -1.02151 1.22683 2.58290
H 1.63448 0.01656 -0.79438
H 1.85471 2.24309 0.26842
```

From a Löwdin analysis of the wavefunction, the atomic charges in e read: 0.05 -0.13 -0.46 -0.12 -0.07 -0.14 -0.39 -0.20 -0.09 -0.07 -0.08 -0.01 -0.24 0.11 0.11 0.07 0.09 0.14 0.09 0.13 0.09 0.06 0.05 0.09 0.08 0.10 0.08 0.07 0.08 0.10 0.08 0.12 0.12 0.09



- Among the records above, which one has the lowest molecular weight?
  C11H21NO



- Which of these has the lowest ΔE to the lowest compared entry with this formula, charge and spin?
  C37H22F18GeN6O2PdS2